C6H13NO | ωB97M-V/def2-TZVPD

CARTESIAN COORDINATES (ANGSTROEM)
C -0.37236 1.19026 -0.78810
C -1.46724 2.12969 -1.18442
C 0.07153 1.07975 0.57419
N 1.16324 0.26949 0.84987
C 1.60377 -0.94600 0.14043
C 0.48049 -1.88509 -0.28984
C -0.56804 -2.09012 0.80284
O -0.57394 1.50355 1.58628
H 0.41014 1.12800 -1.54456
H 0.31191 2.74166 0.46660
H -1.03759 2.97859 -1.74110
H -2.06484 2.49432 -0.35561
H -2.13043 1.73956 -1.97555
H 1.13961 0.16096 1.85813
H 2.36802 -1.30930 0.82761
H 2.15645 -0.66027 -0.76750
H 1.00893 -2.78378 -0.64607
H -0.01614 -1.39583 -1.12467
H -0.14054 -2.34704 1.77858
H -1.05955 -1.13264 0.98773
H -1.28344 -2.86577 0.54517

Computed properties:
Frontier orbital gap ... 6.79 eV
E_tot ... -366.227691 hartree
LUMO ... -0.0503 Eh